# 1
C43H45As2N2O9S2Ti as an isolated structure, computed with ωB97M-V/def2-TZVPD.

The geometry in XYZ format:
```
104
Properties=species:S:1:pos:R:3
Ti -1.36 0.07 0.15
C 3.88 1.86 2.13
C 3.86 3.21 1.41
C 4.87 3.18 0.25
C 4.29 4.29 2.41
C 2.48 3.52 0.85
C 2.22 4.83 0.39
C 0.98 5.23 -0.05
C -0.05 4.29 -0.06
S -1.73 4.51 -0.41
C -2.00 2.84 -0.02
N -0.92 2.16 0.30
C 0.21 2.97 0.33
C 1.47 2.58 0.79
C -3.33 2.24 0.10
C -4.48 3.01 -0.08
C -5.71 2.44 0.17
C -5.77 1.11 0.61
C -4.61 0.37 0.76
C -3.34 0.89 0.50
H 4.88 1.68 2.52
H 3.61 1.02 1.49
H 3.19 1.85 2.97
H 5.88 3.05 0.63
H 4.84 4.11 -0.32
H 4.66 2.36 -0.44
H 5.21 3.98 2.91
H 3.53 4.44 3.17
H 4.49 5.24 1.93
H 3.01 5.56 0.41
H 0.80 6.25 -0.36
H 1.63 1.56 1.12
H -4.43 4.05 -0.40
H -6.62 3.02 0.05
H -6.73 0.67 0.82
H -4.69 -0.67 1.09
O -2.15 -0.30 -1.66
N -3.19 -1.13 -1.75
C -4.27 -0.68 -2.41
C -5.37 -1.49 -2.59
C -5.31 -2.78 -2.04
C -4.21 -3.20 -1.35
C -3.08 -2.36 -1.15
S -1.69 -2.76 -0.30
H -4.18 0.33 -2.77
H -6.22 -1.12 -3.12
H -6.15 -3.45 -2.15
H -4.16 -4.18 -0.91
C -1.30 -0.64 2.19
C -1.57 0.40 3.20
C -2.81 0.53 3.83
C -3.08 1.56 4.70
C -2.10 2.51 4.99
C -0.86 2.39 4.39
C -0.60 1.35 3.51
H -1.93 -1.53 2.31
H -0.24 -0.94 2.25
H -3.59 -0.20 3.61
H -4.05 1.63 5.17
H -2.31 3.32 5.67
H -0.08 3.11 4.60
H 0.39 1.26 3.06
C 1.98 -2.56 3.51
O 1.88 -2.94 2.15
C 1.99 -1.93 1.26
O 2.09 -0.76 1.65
C 1.95 -2.25 -0.14
C 2.39 -3.37 -0.84
As 2.33 -3.61 -2.78
C 1.15 -5.18 -2.93
C 1.01 -2.28 -3.38
C 0.69 -1.14 -2.75
As 1.18 -0.67 -0.93
C 2.76 0.41 -1.37
C -0.09 -0.09 -3.45
O -0.69 -0.21 -4.49
O -0.09 1.06 -2.74
C -0.90 2.09 -3.29
C 0.65 -2.55 -4.82
O 1.45 -2.36 -5.70
O -0.50 -3.18 -5.09
C -1.51 -3.31 -4.10
C 3.31 -4.38 -0.41
O 3.65 -5.32 -1.13
O 3.87 -4.22 0.82
C 4.80 -5.23 1.18
H 1.86 -3.48 4.08
H 1.21 -1.84 3.78
H 2.96 -2.12 3.71
H 1.75 -6.03 -2.62
H 0.84 -5.30 -3.97
H 0.28 -5.09 -2.28
H 3.32 -0.11 -2.15
H 3.38 0.49 -0.47
H 2.48 1.41 -1.71
H -0.59 3.02 -2.81
H -1.95 1.89 -3.06
H -0.77 2.15 -4.38
H -2.21 -4.05 -4.49
H -2.02 -2.35 -3.98
H -1.12 -3.63 -3.15
H 5.15 -4.96 2.18
H 5.63 -5.27 0.48
H 4.32 -6.21 1.21
```

The expectation value of S² is 2.013. Its charge is -1. As for the multiplicity: 3.



# 2
C43H45BCl3N10ORbS3 as an isolated structure, computed with ωB97M-V/def2-TZVPD.

The geometry in XYZ format:
```
107
Properties=species:S:1:pos:R:3
Rb 0.49 0.66 -0.91
Cl 7.96 1.28 -3.74
C 6.54 1.82 -2.88
C 5.88 3.08 -3.09
C 4.60 3.23 -2.56
C 4.02 2.14 -1.86
O 2.76 1.93 -1.85
C 4.89 1.22 -1.19
C 4.56 0.44 0.03
N 3.44 0.56 0.68
C 3.39 0.30 2.08
C 4.24 -0.58 2.81
C 4.19 -0.62 4.18
C 3.35 0.25 4.94
C 2.30 0.88 4.20
C 1.27 1.64 4.85
C 0.22 2.18 4.12
C 0.26 2.04 2.71
N 1.21 1.45 2.02
C 2.26 0.95 2.71
C 6.09 0.93 -1.90
H 6.32 3.88 -3.58
H 4.01 4.12 -2.64
H 5.41 -0.19 0.40
H 4.97 -1.10 2.20
H 4.96 -1.17 4.71
H 3.46 0.36 5.99
H 1.37 1.85 5.86
H -0.57 2.77 4.59
H -0.51 2.46 2.05
H 6.72 0.10 -1.73
C -3.83 -1.38 4.03
C -3.18 -0.15 3.36
C -3.94 1.13 3.69
C -2.96 -0.19 1.83
C -3.21 -1.28 1.01
C -3.06 -0.82 -0.27
N -2.65 0.50 -0.26
N -2.71 0.89 1.12
B -3.15 1.61 -1.28
N -2.72 1.28 -2.73
C -3.47 1.32 -3.84
C -2.72 1.17 -4.96
C -1.32 1.03 -4.46
N -1.35 1.13 -3.12
C -0.15 0.74 -5.32
C -0.55 0.73 -6.79
C 1.08 1.61 -5.07
N -2.55 3.02 -0.79
C -3.14 4.09 -0.16
C -2.22 5.07 0.11
C -1.05 4.59 -0.46
N -1.18 3.39 -1.02
C 0.23 5.36 -0.71
C 1.47 4.65 -0.08
C 0.05 6.84 -0.26
H -3.93 -1.28 5.14
H -4.80 -1.77 3.72
H -3.09 -2.24 3.98
H -2.16 -0.01 3.74
H -4.87 1.13 3.09
H -4.08 1.25 4.79
H -3.35 1.98 3.29
H -3.33 -2.33 1.27
H -3.19 -1.38 -1.19
H -4.34 1.72 -1.48
H -4.55 1.48 -3.77
H -2.99 1.24 -5.97
H 0.14 -0.35 -5.10
H -0.64 1.75 -7.27
H 0.27 0.23 -7.37
H -1.47 0.18 -6.99
H 1.70 1.54 -5.98
H 0.77 2.66 -4.97
H 1.65 1.20 -4.22
H -4.19 4.12 0.12
H -2.37 5.99 0.68
H 0.43 5.38 -1.83
H 1.47 4.62 0.99
H 1.48 3.58 -0.42
H 2.47 5.01 -0.46
H -0.26 6.96 0.82
H 0.98 7.44 -0.45
H -0.71 7.25 -1.02
Cl 1.39 -5.19 -2.29
C 1.90 -4.15 -0.94
Cl 2.42 -2.61 -1.71
H 2.70 -4.60 -0.31
H 1.04 -3.87 -0.29
S -1.45 -6.66 4.71
C -0.89 -5.67 3.50
S -0.09 -4.16 3.70
C 0.12 -3.89 1.99
N -0.22 -5.00 1.33
N -0.97 -5.90 2.16
C -1.68 -6.89 1.45
C -2.84 -7.49 1.93
C -3.45 -8.47 1.14
C -2.86 -8.89 -0.04
C -1.59 -8.34 -0.41
C -1.01 -7.36 0.34
S 0.70 -2.34 1.55
H -3.17 -7.36 2.99
H -4.52 -8.61 1.23
H -3.28 -9.63 -0.76
H -1.04 -8.70 -1.29
H -0.04 -6.78 0.16
```

Its charge is -2. As for the multiplicity: 1.



# 3
C43H45FO10S2 as an isolated structure, computed with ωB97M-V/def2-TZVPD.

The geometry in XYZ format:
```
101
Properties=species:S:1:pos:R:3
C -1.16 6.91 0.65
C -1.87 7.35 -0.63
C -1.80 6.27 -1.71
C -2.92 6.34 -2.75
C -4.28 5.86 -2.22
C -4.51 4.33 -2.25
C -4.36 3.65 -0.89
C -4.96 2.24 -0.83
C -4.26 1.16 -1.66
C -2.79 0.88 -1.29
C -1.73 1.58 -2.17
C -0.67 2.31 -1.33
C 0.37 3.04 -2.19
C 1.82 2.54 -2.06
S 2.72 2.94 -3.59
O 4.12 3.06 -3.35
O 2.21 2.16 -4.67
F 2.17 4.40 -3.74
C 2.58 3.22 -0.89
O 2.10 2.43 0.22
S 2.33 0.93 -0.22
O 3.72 0.59 -0.17
O 1.36 0.10 0.40
O 1.92 1.16 -1.77
H -1.73 6.11 1.14
H -1.02 7.73 1.35
H -0.18 6.50 0.40
H -2.92 7.58 -0.42
H -1.40 8.27 -1.00
H -0.82 6.34 -2.21
H -1.84 5.30 -1.21
H -2.65 5.74 -3.62
H -3.01 7.37 -3.10
H -4.45 6.23 -1.20
H -5.05 6.33 -2.84
H -3.83 3.89 -2.99
H -5.53 4.15 -2.59
H -4.90 4.27 -0.16
H -3.31 3.65 -0.56
H -5.01 1.90 0.21
H -5.99 2.33 -1.18
H -4.35 1.36 -2.73
H -4.82 0.23 -1.50
H -2.61 1.13 -0.24
H -2.63 -0.20 -1.37
H -2.22 2.29 -2.84
H -1.20 0.83 -2.76
H -1.15 3.03 -0.67
H -0.21 1.57 -0.67
H 0.38 4.10 -1.95
H 0.07 2.97 -3.24
H 3.65 3.06 -0.98
H 2.40 4.28 -0.77
C -2.33 0.82 7.60
C -1.98 -0.16 8.52
C -1.22 -1.25 8.13
C -0.82 -1.37 6.80
C -1.18 -0.39 5.87
C -1.93 0.70 6.28
C -0.79 -0.52 4.44
O -1.10 0.34 3.63
C -0.01 -1.72 4.03
C 0.33 -1.88 2.69
C 1.06 -2.98 2.29
C 1.46 -3.93 3.23
C 1.13 -3.78 4.56
C 0.38 -2.68 4.97
C 0.01 -2.54 6.41
O 0.37 -3.36 7.23
H -2.92 1.68 7.91
H -2.29 -0.06 9.55
H -0.93 -2.01 8.84
H -2.20 1.45 5.54
H 0.01 -1.14 1.98
H 1.32 -3.10 1.25
H 2.04 -4.79 2.92
H 1.43 -4.51 5.30
C 3.95 -2.88 -1.41
C 2.89 -2.84 -2.31
C 2.37 -4.02 -2.83
C 2.93 -5.24 -2.46
C 4.00 -5.27 -1.57
C 4.51 -4.09 -1.04
C 4.63 -6.57 -1.18
O 5.56 -6.60 -0.40
C 4.09 -7.82 -1.79
C 4.69 -9.03 -1.48
C 4.19 -10.20 -2.02
C 3.09 -10.17 -2.87
C 2.49 -8.96 -3.18
C 2.99 -7.78 -2.65
C 2.35 -6.49 -3.02
O 1.38 -6.46 -3.76
H 4.34 -1.96 -1.00
H 2.46 -1.89 -2.60
H 1.55 -4.00 -3.53
H 5.33 -4.14 -0.35
H 5.54 -9.04 -0.81
H 4.66 -11.15 -1.78
H 2.71 -11.09 -3.29
H 1.64 -8.92 -3.85
```

Its charge is 0. As for the multiplicity: 1.



# 4
C43H45N5P3PdSe2 as an isolated structure, computed with ωB97M-V/def2-TZVPD.

The geometry in XYZ format:
```
99
Properties=species:S:1:pos:R:3
Pd 0.14 -0.05 0.06
C -4.41 -0.15 -0.46
N -2.96 -0.22 -0.39
P -2.10 -0.24 1.15
C -3.02 -1.52 2.15
C -2.70 -2.83 1.91
C -3.25 -3.92 2.61
C -4.04 -3.65 3.72
C -4.35 -2.31 3.99
C -3.89 -1.22 3.21
C -2.49 1.35 2.02
C -2.12 1.53 3.36
C -2.19 2.80 3.91
C -2.58 3.93 3.14
C -2.94 3.72 1.84
C -2.83 2.45 1.23
P -1.77 -0.27 -1.58
C -2.05 0.91 -2.92
C -0.95 1.19 -3.68
C -1.05 2.04 -4.77
C -2.29 2.57 -5.09
C -3.37 2.39 -4.26
C -3.27 1.56 -3.15
C -1.97 -1.87 -2.50
C -2.44 -3.00 -1.83
C -2.38 -4.25 -2.39
C -1.86 -4.44 -3.63
C -1.44 -3.31 -4.37
C -1.44 -2.05 -3.79
H -4.77 -1.00 0.13
H -4.77 -0.41 -1.46
H -4.76 0.83 -0.12
H -2.05 -3.09 1.08
H -2.90 -4.93 2.40
H -4.45 -4.42 4.46
H -5.00 -2.09 4.85
H -4.24 -0.24 3.49
H -1.76 0.74 3.98
H -1.89 3.02 4.98
H -2.77 4.91 3.60
H -3.25 4.51 1.19
H -3.08 2.30 0.17
H 0.00 0.71 -3.31
H -0.18 2.36 -5.39
H -2.33 3.26 -5.89
H -4.33 2.87 -4.38
H -4.12 1.47 -2.50
H -2.94 -2.92 -0.85
H -2.66 -5.15 -1.91
H -1.81 -5.44 -4.08
H -1.05 -3.52 -5.35
H -1.21 -1.18 -4.42
Se 1.68 1.70 -1.40
P 2.47 2.31 0.47
Se 1.36 1.31 1.97
C 4.24 1.94 0.55
C 4.98 2.02 -0.62
C 6.36 1.79 -0.55
C 6.96 1.48 0.66
C 6.20 1.36 1.80
C 4.84 1.61 1.77
C 2.40 4.11 0.64
C 1.18 4.65 1.02
C 0.99 6.02 0.92
C 2.00 6.83 0.38
C 3.22 6.28 0.00
C 3.43 4.91 0.11
H 4.53 2.20 -1.60
H 6.97 1.82 -1.42
H 8.04 1.38 0.74
H 6.74 1.17 2.71
H 4.21 1.48 2.65
H 0.40 4.00 1.42
H 0.11 6.58 1.21
H 1.85 7.89 0.30
H 3.94 6.89 -0.38
H 4.33 4.45 -0.26
C 2.82 -1.72 0.18
N 1.32 -1.85 0.24
C 1.06 -2.56 1.53
N 1.71 -3.87 1.61
C 3.12 -3.57 1.51
N 3.49 -3.02 0.21
C 3.02 -3.87 -0.89
N 1.60 -4.06 -0.87
C 0.96 -2.76 -0.92
C 1.29 -4.65 0.46
H 3.19 -1.03 0.97
H 2.99 -1.21 -0.81
H 0.01 -2.69 1.66
H 1.38 -1.91 2.37
H 3.66 -4.53 1.61
H 3.35 -2.89 2.36
H 3.56 -4.79 -0.86
H 3.30 -3.29 -1.77
H -0.12 -2.87 -0.97
H 1.25 -2.31 -1.87
H 1.72 -5.65 0.51
H 0.24 -4.80 0.47
```

The expectation value of S² is 2.010. Its charge is +1. As for the multiplicity: 3.



How do the records compare in ΔE to the lowest compared entry with this formula, charge and spin? In the order shown, they have 0.0, 60.0, 8.0, 0.0 kJ/mol.